{"formula": "C17H23N3O3", "method": "ωB97M-V/def2-TZVPD", "symbols": ["C", "C", "C", "C", "C", "N", "C", "O", "C", "N", "C", "C", "C", "N", "C", "C", "C", "C", "C", "C", "C", "O", "O", "H", "H", "H", "H", "H", "H", "H", "H", "H", "H", "H", "H", "H", "H", "H", "H", "H", "H", "H", "H", "H", "H", "H"], "positions_angstrom": [[-2.059286, -1.136570, 3.782024], [-3.059267, -1.162616, 2.615253], [-3.293047, 0.211219, 2.045561], [-4.416198, 0.157397, 1.122989], [-2.096069, 1.032357, 1.467394], [-1.092620, 0.123629, 0.786579], [-1.110433, -0.125523, -0.529109], [-1.134633, -1.260733, -0.868722], [-1.199062, 0.995698, -1.526062], [-0.545802, 2.213270, -1.043432], [-0.120843, 0.319910, -2.691614], [1.398721, 0.228600, -2.135883], [2.110278, 1.297877, -1.716636], [3.419109, 0.907659, -1.350002], [3.513683, -0.464361, -1.607296], [4.627879, -1.338200, -1.410180], [4.417387, -2.663185, -1.656845], [3.114508, -3.074866, -1.915827], [2.053475, -2.312822, -2.226860], [2.282391, -0.898340, -2.150287], [-1.298279, 1.780458, 2.540599], [-1.565590, 1.627687, 3.690668], [-0.270946, 2.467347, 2.166038], [-2.424041, -0.342521, 4.469837], [-2.225555, -2.171312, 4.237481], [-0.918674, -1.175903, 3.560516], [-2.682724, -1.817795, 1.811804], [-3.974062, -1.642160, 2.843152], [-3.703239, 0.996631, 2.800176], [-5.284550, -0.379684, 1.527631], [-4.181670, -0.221337, 0.139139], [-4.927487, 1.144861, 0.852271], [-2.428724, 1.698674, 0.641398], [-1.179921, -0.824195, 1.103943], [-2.203296, 1.134074, -1.906565], [-1.045634, 2.335841, -0.189258], [-0.690907, 2.986547, -1.720911], [-0.492423, -0.686550, -2.868327], [-0.184379, 0.736811, -3.697128], [1.871431, 2.359442, -1.664037], [4.176266, 1.569010, -1.155313], [5.508195, -0.928452, -0.879419], [5.182551, -3.359183, -1.236732], [2.929215, -4.174653, -1.996355], [1.040815, -2.694543, -2.303362], [-0.051664, 2.987877, 2.930841]], "forces_ev_per_a": [[-0.06, -2.52, 0.84], [2.84, 0.61, -0.75], [-0.51, 3.34, 1.67], [-3.08, 1.43, -2.50], [1.29, -1.21, -1.41], [-0.65, 0.82, 2.09], [-1.35, 2.16, -0.59], [0.19, -3.07, -1.17], [4.20, -0.99, -2.81], [-0.94, -0.20, -0.80], [0.23, -0.05, 1.44], [-2.79, 0.75, -1.55], [1.76, 0.78, 0.48], [-0.96, -0.28, -0.59], [1.10, 0.30, -0.59], [-0.65, 1.88, 0.62], [0.99, -0.07, 1.93], [-0.04, -3.90, -1.24], [-0.37, 2.62, 0.39], [-0.33, -0.85, 1.29], [-1.82, -2.01, -0.09], [-0.47, 0.59, 1.62], [0.98, 1.11, -1.95], [0.99, -0.74, -0.23], [0.34, 1.36, 0.05], [-2.10, 0.80, 0.10], [0.06, 0.16, -0.02], [-1.06, -0.08, 0.78], [0.92, -1.78, -0.26], [0.46, -0.32, -0.06], [0.15, -0.72, -0.33], [1.08, -0.72, 0.59], [-0.30, -0.13, 0.95], [0.24, -0.27, 1.23], [-0.25, -0.26, -0.28], [0.30, 1.57, 0.59], [-0.15, -0.64, 0.95], [0.14, -0.07, 0.28], [0.15, 0.87, 0.30], [-0.10, -0.61, 0.09], [-0.61, -0.77, -0.15], [-0.34, -0.46, -0.67], [-0.73, 0.33, -0.99], [0.33, 0.86, 0.34], [0.21, -0.08, -0.34], [0.73, 0.45, 0.76]], "de_lowest_kj_mol": 444.4, "homo_lumo_gap_ha": 0.301, "energy_ha": -1051.50641, "smiles": "CC[C@H](C)[C@H](NC(=O)[C@@H](N)Cc1c[nH]c2ccccc12)C(=O)O", "homo_energy_ev": -7.668, "lumo_ev": 0.52}